[1]
The following is a quantum chemistry calculation of a cluster of 11 separate species, C34H48Cl21O3P in total at a distorted geometry, from OMol25.

XYZ file:
```
107
C34H48Cl21O3P ωB97M-V with the def2-TZVPD basis set
O -2.20 3.28 0.20
C -2.21 2.07 0.12
C -0.96 1.23 0.16
C 0.11 1.48 1.00
C 1.17 0.59 0.97
C 1.22 -0.52 0.15
C 0.16 -0.74 -0.72
C -0.90 0.13 -0.69
C -2.09 -0.07 -1.59
O -1.99 -0.35 -2.77
C -3.43 0.16 -0.90
C -3.48 1.26 -0.06
C -4.66 1.55 0.60
C -5.77 0.75 0.42
C -5.69 -0.35 -0.42
C -4.53 -0.67 -1.10
P -4.36 -2.14 -2.20
O -5.66 -3.10 -1.80
Cl -2.74 -3.23 -1.41
H 0.11 2.33 1.67
H 2.00 0.80 1.64
H 2.04 -1.23 0.13
H 0.12 -1.61 -1.40
H -4.72 2.41 1.26
H -6.70 0.96 0.94
H -6.57 -0.98 -0.53
H -5.40 -3.64 -1.04
Cl 1.41 -2.31 -2.68
C 2.17 -3.24 -4.01
C 3.07 -4.33 -3.49
Cl 4.54 -3.67 -2.71
H 2.71 -2.54 -4.65
H 1.36 -3.68 -4.59
H 3.40 -4.95 -4.32
H 2.56 -4.96 -2.77
Cl 2.33 -8.51 -6.00
C 2.26 -8.97 -4.28
C 1.06 -8.37 -3.58
Cl 1.19 -6.60 -3.41
H 3.19 -8.65 -3.81
H 2.20 -10.05 -4.24
H 0.98 -8.78 -2.57
H 0.13 -8.59 -4.11
Cl 1.10 -1.84 2.63
C 0.91 -2.40 4.31
C -0.34 -1.84 4.95
Cl -0.22 -0.08 5.22
H 1.80 -2.12 4.87
H 0.85 -3.48 4.29
H -0.49 -2.30 5.93
H -1.22 -2.02 4.34
Cl 4.31 -0.33 2.27
C 4.16 0.63 3.77
C 4.97 0.06 4.90
Cl 4.32 -1.49 5.50
H 3.10 0.69 4.02
H 4.52 1.63 3.53
H 4.95 0.75 5.75
H 6.00 -0.10 4.61
Cl 7.66 3.14 1.80
C 6.53 4.51 1.60
C 6.15 5.12 2.93
Cl 5.14 4.03 3.90
H 5.66 4.15 1.06
H 7.04 5.25 0.99
H 5.57 6.03 2.76
H 7.03 5.38 3.52
Cl 0.49 -3.78 -7.68
C 1.20 -2.17 -7.96
C 2.70 -2.24 -8.17
Cl 3.55 -2.69 -6.67
H 0.95 -1.54 -7.12
H 0.73 -1.77 -8.85
H 3.07 -1.26 -8.47
H 2.96 -2.96 -8.94
Cl -5.04 3.77 4.92
C -5.17 4.95 3.59
C -6.59 5.13 3.13
Cl -7.23 3.68 2.31
H -4.53 4.60 2.78
H -4.78 5.89 3.96
H -6.64 5.95 2.41
H -7.26 5.37 3.95
Cl -3.13 7.98 -0.20
C -2.33 7.12 -1.54
C -1.40 6.03 -1.05
Cl 0.03 6.69 -0.23
H -1.80 7.86 -2.14
H -3.12 6.68 -2.15
H -1.04 5.45 -1.90
H -1.91 5.36 -0.37
Cl -1.68 10.92 4.08
C -0.85 10.06 2.75
C 0.07 8.98 3.25
Cl 1.49 9.65 4.09
H -0.32 10.80 2.15
H -1.63 9.61 2.13
H 0.45 8.40 2.41
H -0.44 8.31 3.93
Cl 0.16 -11.10 -0.79
C -0.81 -10.22 0.43
C -1.33 -8.91 -0.10
Cl -0.02 -7.73 -0.36
H -0.19 -10.08 1.31
H -1.64 -10.87 0.70
H -2.02 -8.47 0.61
H -1.86 -9.05 -1.05
```

Gap between HOMO and LUMO (eV): 8.40
Structure (SMILES): O=C1c2ccccc2C(=O)c2c1cccc2P(O)Cl.ClCCCl.ClCCCl.ClCCCl.ClCCCl.ClCCCl.ClCCCl.ClCCCl.ClCCCl.ClCCCl.ClCCCl
HOMO level (eV): -8.85
2S+1: 1

***

[2]
The following is a quantum chemistry calculation of a cluster of 3 separate species, C3H5Cl7 in total at a distorted geometry, from OMol25.

XYZ file:
```
15
C3H5Cl7 ωB97M-V with the def2-TZVPD basis set
Cl 5.06 -2.35 0.96
C 5.51 -3.84 0.14
Cl 4.41 -5.15 0.44
Cl 7.10 -4.38 0.68
H 5.55 -3.73 -0.94
Cl -1.43 2.37 2.03
C 0.26 2.66 1.48
Cl 0.31 3.12 -0.23
H 0.75 3.44 2.06
H 0.80 1.71 1.58
Cl -5.59 1.56 -3.27
C -5.53 1.26 -1.54
Cl -7.10 0.51 -1.01
H -4.70 0.58 -1.36
H -5.41 2.21 -1.02
```

Energy above the lowest of the compared OMol25 structures with the same formula, charge and spin (eV): 0.229
Gap between HOMO and LUMO (eV): 11.36
Structure (SMILES): ClC(Cl)Cl.ClCCl.ClCCl
HOMO level (eV): -10.98
2S+1: 1

***

[3]
The following is a quantum chemistry calculation of a cluster of 2 separate species, CH7NSi in total at a distorted geometry, from OMol25.

XYZ file:
```
10
CH7NSi ωB97M-V with the def2-TZVPD basis set
N 0.38 -1.57 -0.03
Si -0.30 -2.92 -0.60
H -0.12 -0.78 0.07
H -1.72 -3.31 -0.74
H 0.73 -3.84 -1.00
C -0.47 2.01 0.08
H -1.41 2.03 -0.53
H 0.20 1.07 -0.09
H -0.83 1.99 1.12
H 0.12 2.90 0.14
```

Energy above the lowest of the compared OMol25 structures with the same formula, charge and spin (eV): 2.233
Gap between HOMO and LUMO (eV): 9.80
Structure (SMILES): N=[SiH2].C
HOMO level (eV): -9.77
2S+1: 1

***

[4]
The following is a quantum chemistry calculation of an isolated molecule of CH2BrP at a distorted geometry, from OMol25.

XYZ file:
```
5
CH2BrP ωB97M-V with the def2-TZVPD basis set
C 1.80 0.98 0.33
P -2.21 -1.07 -0.53
Br 0.44 -0.26 -0.10
H 2.03 1.41 -0.67
H -2.05 -1.05 0.97
```

Energy above the lowest of the compared OMol25 structures with the same formula, charge and spin (eV): 6.353
Gap between HOMO and LUMO (spin up / spin down) (eV): 6.64 / 6.97
HOMO level (spin up / spin down) (eV): -8.43 / -8.79
2S+1: 1